The following is a quantum chemistry calculation of O8V4 as an isolated structure at a distorted geometry, from the Open Molecules 2025 dataset.

As for the total charge: +4. The total energy is -4375.886990 Ha. Its frontier orbital gap is 8.7 eV. As for the HOMO energy: -0.918 Eh.

Each line ends with the Löwdin charge.
Element x y z (Å)
V: 1.74 -4.30 1.40  1.417
O: 1.31 2.32 -0.23  -0.214
O: 1.63 -3.96 2.87  -0.055
O: 1.00 2.19 -2.69  -0.160
O: -1.10 -0.12 -1.55  -0.165
V: 1.85 2.85 -1.58  1.370
O: 1.76 -2.90 0.64  -0.289
V: -3.25 2.34 1.03  1.349
O: -2.86 1.25 -0.02  -0.235
O: -3.56 1.71 2.37  -0.102
O: 1.42 -0.30 -1.11  -0.207
V: 0.07 -1.07 -1.14  1.290

The following is a quantum chemistry calculation of one molecule with the formula C4H8O2, from the Open Molecules 2025 dataset.

Its SMILES is C1COCCO1. The total energy is -307.642989 Ha. Its frontier orbital gap is 10.6 eV. As for the HOMO energy: -0.350 Eh.

Each line ends with the Löwdin charge.
Element x y z (Å)
H: 1.08 1.37 1.49  0.130
C: 0.78 1.15 0.45  -0.193
C: -1.23 0.20 -0.36  -0.196
C: -0.84 -1.20 0.13  -0.169
H: 1.18 -0.17 -1.16  0.124
H: 2.34 -0.25 0.18  0.133
H: -2.32 0.34 -0.29  0.129
H: -1.05 -1.93 -0.67  0.123
H: -1.45 -1.48 0.99  0.125
O: -0.64 1.22 0.43  -0.119
H: -0.96 0.34 -1.42  0.119
O: 0.54 -1.25 0.51  -0.122
H: 1.30 1.84 -0.23  0.125
C: 1.27 -0.18 -0.06  -0.210

The following is a quantum chemistry calculation of a 4-piece molecular cluster, C30H49BrN2O13S overall at a distorted geometry, from the Open Molecules 2025 dataset.

Its SMILES is CCOCC[C@@]1(CC(=O)N(C)C)[C@@H](CC(=O)Br)OC[C@H](C(=O)[O-])[N@+]1(S)COCC.O=C1CCCO1.O=C1CCCO1.O=C1CCCO1. The total energy is -5232.271508 Ha. Its frontier orbital gap is 8.9 eV. As for the HOMO energy: -0.311 Eh.

Each line ends with the Löwdin charge.
Element x y z (Å)
C: -6.52 3.98 -1.37  -0.151
H: -6.15 4.96 -1.09  0.122
O: -1.19 -1.19 2.97  0.063
H: 5.83 -1.89 1.21  0.112
C: -6.03 1.85 -0.70  -0.468
H: 3.09 2.14 -0.33  0.128
H: 4.34 1.53 1.40  0.131
C: 1.37 3.58 0.98  -0.234
C: 0.40 0.00 -1.80  -0.683
H: 0.02 0.13 0.91  -0.052
O: -6.35 3.08 -0.25  0.030
H: -2.92 0.41 -0.51  0.123
O: 3.88 0.45 -2.12  -0.063
H: -4.01 0.55 0.89  0.098
H: 2.36 -0.12 -3.31  0.136
H: 0.67 3.79 1.78  0.126
H: 0.88 3.83 0.03  0.127
O: 0.43 1.01 -2.54  -0.020
H: 2.60 2.29 4.99  0.092
H: 5.42 0.19 1.42  0.122
H: -9.11 -1.27 -1.17  0.127
H: -7.59 4.05 -1.58  0.125
O: 5.15 -3.69 0.54  -0.145
C: -2.02 -1.07 2.11  -0.510
S: 1.16 -0.47 1.29  1.081
C: 6.66 0.25 -2.19  -0.813
C: -8.80 -1.50 -2.18  -0.142
O: -5.91 0.91 0.05  0.094
C: -3.14 -2.02 1.73  -0.057
H: -2.78 -3.04 1.71  0.124
H: -8.86 -2.01 -5.00  0.133
C: 6.37 -4.27 0.93  -0.276
H: -4.58 -1.68 0.09  0.111
H: -10.38 -2.66 -3.17  0.116
H: 2.65 -0.39 5.36  0.085
O: -7.72 0.61 -4.67  0.125
Br: 6.74 -0.56 -3.94  0.739
C: -9.97 -1.65 -3.14  -0.151
H: -5.03 1.27 -2.52  0.136
C: -3.21 -0.02 0.45  -0.137
C: -8.29 -0.21 -4.01  -0.478
C: 4.89 -2.45 1.19  -0.195
H: -2.92 -1.97 -0.41  0.115
H: 3.86 -2.20 -0.62  0.115
C: 3.44 1.80 4.50  -0.079
O: -0.57 -0.68 -1.43  -0.023
H: 6.49 -0.49 -0.26  0.127
C: 3.70 -0.27 0.30  -0.306
H: 2.34 5.48 0.85  0.079
C: 2.60 4.47 1.17  -0.058
H: -8.16 -2.38 -2.17  0.129
H: 2.16 -1.18 3.84  0.064
N: 2.92 0.78 3.58  -0.187
H: 5.71 -5.45 2.61  0.081
H: -6.12 3.62 -3.50  0.117
C: 2.19 -0.23 4.38  -0.097
H: -10.07 -0.70 -5.12  0.125
H: 1.16 0.08 4.51  0.088
O: 4.78 -0.57 3.59  0.124
C: 4.56 0.27 -0.91  -0.281
C: 4.03 0.13 2.96  -0.433
O: 1.66 2.20 1.09  -0.174
C: -3.54 -1.50 0.35  -0.136
C: 2.13 1.67 -0.12  -0.168
H: 2.89 4.52 2.21  0.069
C: -9.35 -1.19 -4.46  -0.070
C: 2.84 -0.47 -2.41  -0.099
H: 6.32 -3.84 3.07  0.070
C: -5.75 3.34 -2.51  -0.139
C: 1.80 -0.51 -1.29  -0.191
C: 5.86 -0.49 -1.14  -0.117
H: -6.80 1.43 -2.63  0.089
O: -8.03 -0.39 -2.69  0.000
H: -3.94 -1.92 2.46  0.132
H: 7.21 -3.60 0.69  0.117
C: 4.36 0.44 1.51  -0.010
H: 7.42 -5.11 2.59  0.078
H: 3.43 4.14 0.55  0.069
H: 3.25 -1.46 -2.62  0.132
N: 2.28 0.18 -0.03  -0.265
H: 6.51 -5.16 0.32  0.119
H: 4.54 -2.67 2.19  0.118
H: 5.69 -1.51 -1.50  0.108
C: 3.77 -1.80 0.39  -0.093
H: 3.99 2.57 3.97  0.084
O: 7.22 1.25 -1.96  0.077
H: -10.77 -0.97 -2.86  0.118
H: 4.08 1.37 5.27  0.088
O: -2.07 0.03 1.34  -0.010
H: 1.44 1.93 -0.92  0.132
H: 4.86 1.28 -0.62  0.142
C: 6.44 -4.68 2.39  -0.073
H: 1.59 -1.55 -1.07  0.126
H: -4.69 3.63 -2.46  0.118
H: 2.84 -2.24 0.75  0.094
C: -5.89 1.85 -2.20  -0.066

The following is a quantum chemistry calculation of C24H19HgN7O3S2 as an isolated structure at a distorted geometry, from the Open Molecules 2025 dataset.

Its expectation value of S² is 0.77. As for the total charge: -1. The total energy is -2484.908733 Ha. Its spin multiplicity is 2. Its frontier orbital gap (spin up / spin down) is 6.2 / 7.1 eV. As for the HOMO energy (spin up / spin down): -0.141 / -0.185 Eh.

Each line ends with the Löwdin charge.
Element x y z (Å)
H: -2.71 4.48 -1.65  0.112
C: 2.27 0.52 -1.66  -0.272
N: 3.10 -0.29 -2.39  0.164
C: -4.29 -3.03 -0.01  -0.117
H: -0.23 3.69 -2.10  0.095
C: 3.88 -1.41 0.91  -0.032
C: -1.71 2.30 3.05  -0.099
O: -0.93 -3.10 -2.41  0.022
C: -2.01 -3.07 -1.62  -0.277
S: 2.19 0.95 2.95  0.528
H: 6.05 -3.50 -0.68  0.096
C: 1.28 1.45 -2.18  -0.357
H: 2.28 -0.56 5.40  0.088
N: 1.37 -0.14 5.27  0.055
C: 4.84 -2.40 0.72  -0.102
H: -5.18 -3.05 0.61  0.084
H: -4.30 5.00 0.22  0.101
C: -1.52 3.17 -0.45  -0.249
C: -2.06 -2.24 -0.47  -0.068
H: 5.19 -2.35 -2.66  0.099
H: 3.50 -1.18 1.90  0.041
N: 0.46 1.91 -1.25  -0.018
N: -0.64 1.58 3.13  -0.107
C: -2.08 2.93 1.78  -0.243
O: 0.07 -1.33 -0.95  -0.013
C: -3.21 -2.23 0.34  -0.022
C: -2.58 4.05 -0.66  -0.026
H: 5.26 -2.93 1.57  0.097
C: 1.03 0.60 4.21  -0.890
C: 3.39 -0.74 -0.21  -0.197
C: 1.32 1.69 -3.57  -0.636
N: -1.30 2.62 0.73  0.094
S: 0.31 2.64 -4.48  0.543
H: -0.30 -2.36 -1.99  0.086
C: -0.63 2.78 -1.61  -0.234
H: -1.25 2.28 -2.40  0.105
H: -5.09 -4.46 -1.40  0.092
C: -4.23 -3.85 -1.13  -0.118
C: 5.29 -2.72 -0.57  -0.121
H: 2.10 1.17 -4.15  0.023
N: -0.24 0.97 4.23  -0.040
H: -3.86 3.99 2.47  0.098
H: 3.24 -0.25 -3.39  0.146
H: -3.10 -4.52 -2.81  0.107
N: 2.48 0.32 -0.35  0.061
C: -0.91 -1.33 -0.14  -0.567
C: 4.82 -2.06 -1.69  -0.046
Hg: 0.56 0.97 0.93  1.003
H: -2.39 2.43 3.90  0.110
C: -3.21 3.79 1.63  -0.030
O: -1.07 -0.65 0.91  -0.108
C: -3.12 -3.88 -1.93  -0.030
C: -3.44 4.36 0.39  -0.069
H: -3.22 -1.61 1.24  0.111
H: 0.66 -0.31 5.97  0.095
C: 3.85 -1.09 -1.52  -0.169

The following is a quantum chemistry calculation of a 2-piece molecular cluster, C5H13N overall at a distorted geometry, from the Open Molecules 2025 dataset.

Its SMILES is C=CC.CNC. The total energy is -252.934689 Ha. Its frontier orbital gap is 10.1 eV. As for the HOMO energy: -0.333 Eh.

Each line ends with the Löwdin charge.
Element x y z (Å)
C: -1.81 -1.44 0.65  -0.140
H: -0.71 -1.31 0.52  0.050
H: 0.59 2.37 -2.23  0.088
H: 0.80 -0.57 -2.01  0.057
H: -0.04 -0.93 2.20  0.057
N: -2.20 -0.79 1.92  -0.153
H: -1.87 -2.53 0.69  0.078
C: -0.96 -0.47 2.65  -0.165
H: 0.65 0.66 -0.74  0.050
C: 1.31 0.04 -1.29  -0.125
H: -2.72 -1.48 2.42  0.062
H: -0.80 0.60 2.47  0.059
H: -2.18 -1.07 -0.23  0.037
H: 2.12 2.91 -2.88  -0.015
H: 3.29 0.66 -1.80  0.072
C: 2.33 1.02 -2.03  -0.152
H: 1.94 -0.73 -0.90  0.048
H: -0.93 -0.77 3.80  0.113
C: 1.68 2.14 -2.44  -0.020

The following is a quantum chemistry calculation of a 3-piece molecular cluster, C5H18N3O2 overall at a distorted geometry, from the Open Molecules 2025 dataset.

As for the total charge: +1. The total energy is -515.777349 Ha. Its frontier orbital gap is 10.2 eV. As for the HOMO energy: -0.468 Eh.

Each line ends with the Löwdin charge.
Element x y z (Å)
H: 1.92 -0.77 1.01  0.149
N: 0.92 -1.15 -1.32  0.050
H: -0.66 0.14 -0.69  0.101
O: 1.43 -3.24 0.52  -0.033
N: -1.11 2.28 1.26  0.051
O: -1.92 1.67 -1.84  -0.039
H: -1.76 0.28 1.65  0.090
H: -0.23 0.30 -4.17  0.196
H: 1.02 0.83 2.66  0.109
H: 0.32 -0.47 2.90  0.109
C: 0.27 0.27 2.14  -0.248
H: 1.58 -1.87 -1.06  0.112
H: -0.63 0.67 -2.48  0.036
H: 1.42 -1.21 -3.32  0.152
H: -1.80 1.94 -0.95  -0.011
H: 1.79 -2.99 1.35  0.032
H: -1.28 1.27 3.07  0.118
H: -2.83 1.94 -2.00  0.079
H: -0.45 -1.56 0.38  0.176
H: 1.54 -4.19 0.68  0.079
H: 1.52 0.94 0.48  0.103
C: -1.03 0.91 2.08  -0.206
C: 1.03 0.03 0.80  -0.172
H: -1.50 3.03 1.71  0.031
N: -0.18 0.04 -3.12  0.165
C: 0.03 -0.63 -0.21  -0.131
H: -0.16 2.27 1.03  0.021
C: 0.74 -0.76 -2.60  -0.118